Density functional theory data (the ωB97M-V functional and the def2-TZVPD basis) for a molecular structure, C40H49ClN3O2Se2Tl in a non-equilibrium geometry.

Its total energy is -7303.86183 a.u. The relative energy (zero: lowest compared OMol25 entry of this formula, charge and spin) is 0.0 kJ/mol. The frontier orbital gap comes out at 0.2257 hartree. Its HOMO energy is -7.40 eV.

ORCA input file:
```
! RIJCOSX wB97M-V def2-TZVPD def2/J DEFGRID3
* xyz 0 1
Tl -2.23 -0.35 -1.03
Se -1.51 -4.35 1.16
Se 0.42 -0.51 -1.28
Cl -3.67 -2.02 -4.60
O -1.69 1.78 -1.41
O -1.79 -0.48 1.08
N -1.17 -3.49 -0.33
N -1.42 -5.93 0.38
N -0.96 -3.95 -2.59
C -4.10 -3.07 -3.30
C -4.22 -2.52 -2.00
C 1.04 -0.82 3.32
C -4.38 -5.27 -2.49
C -1.40 4.59 -1.75
C 1.83 -1.04 1.08
C -0.47 2.22 -1.42
C 3.95 0.05 3.79
C 3.88 4.83 -0.63
C -4.40 -4.78 -1.18
C 1.10 4.01 -1.55
C -0.24 3.64 -1.54
C -0.53 -0.62 1.49
C 2.20 3.15 -1.53
C -0.90 6.04 -1.81
C -1.19 -5.73 -0.88
C -0.98 -6.73 -1.87
C 2.11 -1.04 2.44
C -1.89 1.02 3.66
C -4.22 -4.42 -3.56
C 4.66 2.68 -1.47
C -4.17 -1.04 -1.77
C 3.69 4.38 -3.06
C 0.56 -0.75 0.62
C -1.40 -0.43 3.87
C 3.64 -2.46 3.89
C -0.88 -0.48 5.32
C -0.83 -6.30 -3.16
C -0.84 -4.91 -3.46
C 3.57 3.76 -1.67
C -1.08 -4.35 -1.29
C -2.48 -1.56 3.77
C 4.53 -1.37 1.88
C -2.43 4.56 -0.63
C -4.27 -3.40 -0.95
C 0.64 1.37 -1.44
C 1.97 1.81 -1.50
C -2.03 4.33 -3.15
C -0.28 -0.67 2.89
C 3.53 -1.21 3.00
H -4.28 -3.01 0.05
H 4.43 -2.27 1.26
H -2.63 1.37 4.39
H -0.47 -1.47 5.53
H -0.74 -7.01 -3.97
H 3.06 5.30 -3.11
H -0.46 6.26 -0.82
H 4.91 5.19 -0.75
H -1.04 1.69 3.85
H -2.28 1.18 2.70
H -4.43 -0.46 -2.62
H 4.49 -0.47 1.24
H -2.77 5.12 -3.34
H -2.07 -2.49 4.12
H 2.95 -2.33 4.70
H 1.26 5.06 -1.58
H -3.35 -1.33 4.38
H -2.56 3.41 -3.16
H -4.55 -5.40 -0.33
H -1.73 -0.38 5.98
H -1.23 4.35 -3.93
H 4.64 -2.50 4.33
H 4.52 2.17 -0.55
H 1.26 -0.79 4.35
H 3.38 3.67 -3.81
H -4.14 -4.78 -4.56
H 3.85 4.37 0.37
H -1.94 4.86 0.32
H 3.14 5.63 -0.65
H 2.72 1.04 -1.50
H 3.35 -3.38 3.37
H -0.73 -4.54 -4.48
H -2.93 3.62 -0.47
H -0.93 -7.80 -1.55
H 4.62 1.94 -2.25
H 5.01 -0.16 4.14
H -4.45 -6.37 -2.59
H 4.74 4.63 -3.22
H 5.57 -1.41 2.24
H -1.70 6.76 -1.93
H -4.88 -0.80 -0.99
H -2.79 -1.75 2.70
H 5.62 3.18 -1.43
H -0.21 6.25 -2.61
H -0.17 0.31 5.56
H 4.01 0.92 3.14
H 2.63 -1.11 0.37
H -3.24 5.29 -0.84
H 3.25 0.25 4.61
*
```

Löwdin population analysis, charges in e, atoms 1 to 6: atom 1 (Tl): 1.028, atom 2 (Se): 1.181, atom 3 (Se): 1.178, atom 4 (Cl): 0.728, atom 5 (O): -0.218, atom 6 (O): -0.250


Density functional theory data (the ωB97M-V functional and the def2-TZVPD basis) for a molecular structure, C40H49F27HgNO16S in a non-equilibrium geometry.

Its total energy is -6059.59149 a.u. The relative energy (zero: lowest compared OMol25 entry of this formula, charge and spin) is 1100.9 kJ/mol. The frontier orbital gap comes out at 0.0602 hartree. Its HOMO energy is -11.92 eV.

ORCA input file:
```
! RIJCOSX wB97M-V def2-TZVPD def2/J DEFGRID3
* xyz 1 1
Hg -1.55 5.85 4.44
S -1.07 0.41 2.84
F 9.17 2.08 3.83
F 2.71 -2.36 -3.68
F -4.09 -0.55 -4.52
F 9.28 0.34 -1.32
F -3.58 -3.08 -5.68
F 8.17 -2.34 -8.42
F 3.06 -0.83 -5.18
F 1.13 -0.41 4.17
F 5.37 -1.83 -2.66
F 8.18 4.89 3.69
F -8.59 -4.92 -5.72
F -6.75 -6.94 -5.86
F 7.01 3.74 5.04
F -5.94 -6.42 -4.01
F 8.18 -1.83 -6.38
F -5.49 -2.14 -6.25
F 10.62 3.50 -0.24
F 1.56 0.55 2.24
F 5.46 -0.18 -4.05
F 5.43 -2.36 -8.45
F -5.72 -1.48 -3.40
F 11.29 0.72 -0.71
F -8.70 -6.26 -3.97
F 0.76 -1.50 2.31
F 8.63 3.07 -0.88
F 7.26 1.54 3.04
F 6.24 -3.75 -6.99
O 1.90 6.14 1.28
O -3.72 5.92 -0.04
O -1.49 0.31 1.43
O -5.43 -4.63 1.87
O -3.37 3.02 8.16
O -5.26 2.27 9.13
O -5.85 6.19 -0.77
O -4.72 -5.96 3.51
O -9.33 3.22 3.32
O 5.22 -1.82 -6.29
O -5.51 -3.77 -4.75
O -1.00 1.81 3.28
O 3.76 6.76 0.11
O -1.88 -0.44 3.76
O -10.11 2.89 1.20
O 8.69 3.01 1.91
N 8.52 -5.64 -0.65
C 6.09 -2.44 -7.26
C -6.60 -5.91 -5.03
C 9.68 2.53 -0.33
C 7.60 -6.31 -0.50
C 4.15 6.93 -1.25
C -9.24 2.72 2.08
C -3.97 2.19 8.80
C -4.55 0.27 10.13
C 6.42 -7.17 -0.35
C 5.44 -2.31 -4.92
C -3.41 0.90 9.28
C 2.48 6.40 0.25
C 7.49 3.80 3.77
C -6.65 6.21 -1.91
C -7.95 -5.37 -4.68
C 0.76 -0.32 2.91
C -7.94 1.88 1.90
C -4.79 -2.67 -5.24
C 9.24 2.01 1.04
C -4.85 -3.73 0.91
C 8.15 2.53 3.15
C 10.19 1.31 -1.21
C -3.07 -5.11 1.84
C -5.65 1.25 10.04
C 3.40 -1.27 -3.96
C 7.41 -1.80 -7.46
C 1.91 6.24 -1.14
C -4.57 6.06 -0.93
C 6.03 -6.14 2.00
C -3.48 -4.45 0.55
C 6.02 -7.39 1.10
C -7.21 2.38 3.10
C -4.28 6.16 -2.43
C 4.92 -1.39 -3.85
C -8.28 2.73 4.12
C -5.61 5.69 -2.89
C -5.77 -4.79 -5.65
C 3.15 6.13 -2.03
C -4.59 -1.69 -4.10
C -4.43 -5.29 2.53
H -7.92 3.55 4.75
H -2.69 -3.74 0.30
H 6.99 -5.63 2.03
H -5.31 -3.67 -0.07
H -2.41 -5.95 1.64
H 6.72 -8.13 1.49
H -2.51 1.19 9.81
H 5.69 -6.29 3.03
H -3.91 7.15 -2.68
H 2.94 6.57 -3.01
H 5.00 -7.76 1.13
H -4.77 -0.70 9.68
H -4.69 -2.74 1.34
H -5.79 1.68 11.04
H -8.64 1.86 4.67
H -4.30 -0.01 11.16
H -7.84 -4.43 -4.13
H 6.59 3.93 3.18
H -5.87 6.04 -3.89
H 5.13 6.51 -1.47
H 10.52 1.64 -2.19
H 5.37 -5.40 1.54
H 10.10 1.53 1.50
H -3.19 0.29 8.40
H 6.64 -8.10 -0.88
H 6.51 -2.44 -4.75
H 5.60 -6.81 -0.96
H -6.54 3.23 2.97
H 3.45 5.09 -2.13
H -6.61 0.77 9.82
H -3.44 5.50 -2.63
H 1.24 7.05 -1.45
H -8.11 0.81 2.04
H 7.34 -0.72 -7.57
H -4.86 -5.23 -6.05
H -2.52 -4.33 2.37
H -6.33 -4.38 -6.49
H -3.63 -5.09 -0.31
H -7.47 5.54 -1.64
H -5.68 4.61 -2.88
H 3.05 -0.49 -3.28
H -3.88 -2.20 -3.46
H 8.54 1.18 0.89
H 4.93 -3.27 -4.80
H -7.37 2.02 0.98
H 4.08 8.00 -1.45
H 1.28 5.36 -1.02
H -6.94 7.23 -2.16
H -6.56 1.62 3.53
*
```

Löwdin population analysis, charges in e, atoms 1 to 6: atom 1 (Hg): 0.692, atom 2 (S): 0.604, atom 3 (F): 0.186, atom 4 (F): 0.123, atom 5 (F): 0.145, atom 6 (F): 0.109


Question: Which of these has the lowest HOMO?
Answer: C40H49F27HgNO16S


Question: Among the records above, which one has the lowest frontier orbital gap?
Answer: C40H49F27HgNO16S